Here is a structure of composition C45H41N3O3P2RuSTe in a non-equilibrium geometry from the OMol25 dataset. Energies are from ωB97M-V with the def2-TZVPD basis set.

XYZ file:
```
97
Properties=species:S:1:pos:R:3:forces:R:3:mulliken_charge:R:1
Ru 2.406100 -19.760280 -6.369469 1.0 0.0 -2.7 0.3550
Te 4.730886 -19.013206 -3.228108 -0.1 0.0 1.2 0.5874
C 4.765286 -19.507425 -1.088624 0.4 -1.0 0.8 0.3181
C 3.991416 -18.766067 -0.202245 -0.7 0.8 -1.0 -0.1225
C 4.087929 -18.947819 1.175685 0.6 -1.2 -0.9 -0.4694
N 4.941421 -19.856371 1.666625 -0.1 0.7 1.2 -0.5431
C 5.707967 -20.593668 0.878965 -1.3 0.7 -1.0 -0.4847
C 5.566611 -20.499247 -0.503661 0.2 0.2 -0.9 -0.1919
C 3.007738 -19.747994 -3.974323 0.2 -0.5 0.9 -0.9637
P 2.881593 -21.356484 -4.848693 -0.1 -0.9 0.8 1.1841
C 4.411673 -22.343221 -4.782812 0.6 -0.8 -0.3 0.5461
C 4.686633 -23.049897 -5.998915 -0.7 0.6 0.8 -0.4261
C 5.670247 -24.009413 -6.097286 0.9 0.3 1.9 -0.8819
C 6.553968 -24.189235 -4.978974 -1.0 1.0 -0.7 -0.7182
C 6.334293 -23.457325 -3.810471 -0.4 -0.3 -0.9 -0.6081
C 5.217303 -22.612873 -3.671976 -0.1 0.2 0.2 -0.5687
C 1.638143 -22.551638 -4.226777 0.3 -1.3 -0.1 0.3717
C 1.363430 -22.695352 -2.872077 0.0 0.1 -0.4 -0.3282
C 0.778070 -23.856435 -2.381441 -0.7 -0.3 0.1 -0.5443
C 0.372848 -24.896567 -3.241228 0.6 0.5 0.3 -0.4903
C 0.569568 -24.722231 -4.610257 0.0 -1.3 -0.5 -0.4592
C 1.247533 -23.614593 -5.085349 0.3 1.4 -0.5 -0.4731
P 1.761281 -18.582369 -4.551545 -0.6 1.2 0.5 1.7669
C 0.319996 -18.486860 -3.535231 -1.2 -0.8 2.6 0.7031
C 0.554574 -18.574383 -2.111208 0.0 0.3 -1.7 -0.2333
C -0.531497 -18.648651 -1.254143 1.1 -0.5 0.1 -0.7129
C -1.806066 -18.825939 -1.743924 -0.6 0.3 0.2 -0.5148
C -2.077720 -18.767839 -3.096596 0.9 0.0 -0.5 -0.7411
C -1.023176 -18.554888 -4.009917 0.8 0.2 1.2 -0.5671
C 2.452945 -16.898444 -4.522445 0.8 1.2 1.1 0.2311
C 3.364103 -16.462729 -5.494993 0.7 -0.2 -0.6 -0.2762
C 3.844621 -15.147158 -5.526845 -0.1 -0.8 0.7 -0.8088
C 3.659248 -14.316167 -4.452129 -0.6 -0.3 0.4 -0.5675
C 2.837813 -14.746903 -3.406027 0.6 0.5 -0.3 -0.7621
C 2.196429 -15.959471 -3.459999 -0.6 -1.4 -0.2 -0.4576
H 3.253518 -18.091523 -0.648270 0.3 0.2 0.5 0.3243
H 3.424389 -18.414828 1.852354 0.3 -0.1 0.0 0.3684
H 6.385628 -21.307233 1.312039 0.1 -0.2 0.3 0.3794
H 6.049120 -21.223138 -1.132806 0.6 -0.1 -0.1 0.4649
H 4.028368 -22.847055 -6.841351 0.1 -0.1 0.0 0.3670
H 5.735540 -24.591260 -6.987650 0.3 -0.3 -0.5 0.5975
H 7.438295 -24.810756 -5.017612 -0.2 -0.2 -0.2 0.3954
H 7.061265 -23.609210 -3.041700 0.0 0.1 0.7 0.4771
H 4.956484 -22.192036 -2.678391 0.3 -0.2 -0.8 0.6051
H 1.638479 -21.868206 -2.240964 0.0 0.0 0.5 0.4269
H 0.589272 -23.913501 -1.309005 0.1 -0.2 -0.3 0.4037
H 0.020089 -25.864961 -2.858896 -0.1 0.7 -0.1 0.3570
H 0.273727 -25.557510 -5.307522 0.4 1.2 0.7 0.3174
H 1.490432 -23.514058 -6.154493 -0.3 -0.2 0.5 0.3506
H 1.623431 -18.567202 -1.795410 -1.2 -0.1 0.1 -0.0351
H -0.375018 -18.704122 -0.192870 0.1 0.1 0.3 0.4271
H -2.596407 -18.956907 -1.008498 0.0 -0.1 -0.3 0.3957
H -3.087565 -18.930549 -3.438948 -0.1 0.2 -0.2 0.4579
H -1.226356 -18.355669 -5.039769 -0.1 -0.3 -0.6 0.4693
H 3.820188 -17.130627 -6.267516 -0.8 0.3 0.7 0.2494
H 4.427460 -14.815037 -6.343533 0.7 0.1 -0.7 0.4566
H 4.157145 -13.366026 -4.395537 0.0 0.3 -0.1 0.4390
H 2.762656 -14.085451 -2.558510 -0.4 -0.1 0.2 0.4412
H 1.492740 -16.235479 -2.652074 0.5 0.2 -0.6 0.3414
N 1.705237 -17.834661 -7.399627 1.5 0.1 -1.6 -0.7469
N 0.330389 -18.036729 -7.384405 0.4 1.6 -0.3 -0.1972
C -0.107394 -19.361646 -7.528226 -2.9 1.0 -0.4 0.4909
O -1.277677 -19.350024 -7.904992 0.4 -1.5 0.0 -0.7617
O 0.644196 -20.329131 -7.166813 -1.0 -0.4 -0.3 -0.6027
H 2.036455 -16.969180 -6.972968 -0.7 -0.3 -0.4 0.3773
H 2.129575 -17.994299 -8.332196 -0.4 0.5 0.5 0.4617
H -0.195466 -17.404087 -8.013548 0.4 -0.8 0.7 0.3221
O 3.102441 -19.806598 -8.520296 1.9 -2.2 -1.7 -0.6569
S 3.912975 -21.109585 -9.010258 -0.8 1.5 0.2 0.7489
C 5.686140 -20.516784 -8.884043 -0.4 0.3 -0.7 -1.3140
C 6.762529 -21.123934 -9.791067 0.1 0.3 0.6 0.5971
C 7.545149 -22.213497 -9.369891 0.5 0.6 -0.8 -0.3308
C 8.716675 -22.560401 -10.074556 -0.8 -0.1 0.0 -0.6351
C 9.066022 -21.852790 -11.223832 0.0 -0.4 0.4 -0.4687
C 8.233773 -20.837552 -11.676929 0.6 0.3 -1.1 -0.5986
C 7.121879 -20.444614 -10.965611 -0.5 0.1 0.4 -0.3273
C 3.744204 -21.402320 -10.857324 -0.1 1.4 0.4 -1.0996
C 3.935163 -22.848398 -11.203519 1.2 -1.3 -0.5 0.6952
C 4.853082 -23.184783 -12.242217 -0.7 -0.2 -0.3 -0.3055
C 5.013749 -24.531329 -12.648308 -0.4 1.0 1.4 -0.6426
C 4.382287 -25.544507 -11.935438 -0.5 0.9 -0.1 -0.4731
C 3.439137 -25.230521 -10.968767 1.1 1.0 0.5 -0.7924
C 3.276999 -23.915467 -10.545324 -0.6 1.0 -0.9 -0.2635
H 5.841706 -20.697224 -7.829036 0.4 -0.1 0.3 0.5041
H 5.618465 -19.409707 -9.014273 -0.1 -0.8 -0.1 0.5352
H 7.301701 -22.713719 -8.453661 -0.1 -0.3 0.3 0.4674
H 9.314197 -23.425641 -9.772720 -0.2 0.5 0.1 0.3936
H 10.003275 -22.105847 -11.722831 -0.4 0.1 -0.1 0.4032
H 8.483947 -20.325933 -12.621739 -0.1 -0.2 0.7 0.3782
H 6.556319 -19.564171 -11.303343 0.2 -0.5 0.2 0.3572
H 4.542634 -20.756137 -11.262463 -0.5 -0.5 -0.2 0.2572
H 2.764394 -20.987510 -11.187560 0.5 -0.3 0.5 0.5568
H 5.354377 -22.392556 -12.836555 -0.3 -0.5 0.7 0.2797
H 5.647950 -24.788098 -13.461984 0.5 0.0 -0.5 0.4253
H 4.590961 -26.561741 -12.132682 0.1 -0.9 -0.4 0.4640
H 2.935752 -25.980839 -10.417365 -0.5 -0.8 0.2 0.4215
H 2.488732 -23.684737 -9.821394 0.4 -0.1 0.0 0.4542
```
Forces are in eV/Å.

As for the total charge: +1. The calculation puts the energy above the lowest of the compared OMol25 structures with the same formula, charge and spin at 0.0 kcal per mole. The energy is -3572.696991 a.u. As for the spin multiplicity: 6.